{
  "formula": "C13H14ClF2NO3",
  "method": "ωB97M-V with the def2-TZVPD basis set",
  "species": ["C", "C", "C", "C", "N", "C", "O", "C", "O", "C", "O", "C", "C", "C", "F", "C", "F", "C", "C", "Cl", "H", "H", "H", "H", "H", "H", "H", "H", "H", "H", "H", "H", "H", "H"],
  "positions_angstrom": [[1.414070, 0.604861, -5.632039], [1.780537, -0.089938, -4.326480], [1.165638, 0.616462, -3.121017], [1.532333, -0.082774, -1.812691], [0.944590, 0.587510, -0.674177], [1.676811, 1.196409, 0.270053], [2.886694, 1.224749, 0.299597], [0.826074, 1.885593, 1.358535], [0.147427, 0.953239, 2.196608], [-1.030520, 0.484191, 1.788635], [-1.534789, 0.772933, 0.728919], [-1.627246, -0.432677, 2.797513], [-0.802233, -1.001422, 3.767743], [-1.318150, -1.869041, 4.707024], [-0.510326, -2.410140, 5.626861], [-2.676964, -2.180329, 4.695068], [-3.185512, -3.019360, 5.601422], [-3.509161, -1.622008, 3.744752], [-2.990275, -0.752560, 2.792462], [-4.069644, -0.077530, 1.649456], [1.859533, 0.087093, -6.477837], [1.772355, 1.631711, -5.630972], [0.334890, 0.619000, -5.768022], [1.432007, -1.124776, -4.354943], [2.866494, -0.108402, -4.216137], [1.519087, 1.648854, -3.083206], [0.077909, 0.636558, -3.226029], [2.614270, -0.072057, -1.664582], [1.186858, -1.122036, -1.835132], [-0.065276, 0.652366, -0.639368], [0.099043, 2.555607, 0.886453], [1.492435, 2.441985, 2.018917], [0.250052, -0.767330, 3.784747], [-4.559013, -1.866742, 3.747867]],
  "atomic_forces_ev_per_a": [[0.121, -0.195, 0.130], [-0.220, 0.255, 0.017], [0.282, -0.364, 0.050], [0.085, 0.093, -0.182], [-0.335, -0.251, -0.390], [-0.586, 0.192, 0.505], [0.486, 0.106, 0.066], [0.316, 0.379, -0.392], [0.140, -0.170, 0.327], [-0.270, 0.010, -0.248], [0.147, 0.033, 0.142], [-0.180, -0.093, 0.040], [-0.234, -0.143, 0.139], [-0.090, 0.050, -0.116], [-0.159, -0.026, -0.020], [0.159, 0.130, -0.115], [0.170, 0.096, -0.068], [0.166, 0.029, 0.002], [0.433, -0.129, 0.248], [-0.482, 0.026, -0.109], [0.003, 0.016, -0.146], [0.015, 0.126, -0.049], [-0.114, 0.032, -0.059], [0.066, -0.071, 0.022], [0.046, -0.084, 0.029], [-0.049, 0.067, 0.028], [-0.062, 0.075, -0.016], [-0.112, -0.090, -0.033], [0.100, 0.036, -0.021], [0.175, 0.099, 0.185], [0.085, -0.074, 0.133], [-0.087, -0.127, -0.166], [0.067, -0.009, 0.050], [-0.087, -0.024, 0.016]]
}

{
  "formula": "C3H6N4O",
  "method": "ωB97M-V with the def2-TZVPD basis set",
  "species": ["N", "C", "C", "N", "C", "O", "N", "N", "H", "H", "H", "H", "H", "H"],
  "positions_angstrom": [[1.212460, -0.811893, 0.860249], [0.151437, -0.542499, 0.018198], [-0.626161, -1.329858, -0.759151], [-1.620987, -0.516445, -1.308808], [-1.480551, 0.765824, -0.876567], [-2.139235, 1.752108, -1.146658], [-0.370588, 0.737199, -0.051646], [0.194474, 1.851020, 0.579070], [1.777791, -1.597749, 0.575631], [1.755603, 0.019929, 1.053870], [-0.569501, -2.375478, -0.968059], [-2.347589, -0.824251, -1.929398], [-0.265471, 2.009645, 1.478576], [-0.009907, 2.659721, -0.008315]],
  "atomic_forces_ev_per_a": [[0.146, 0.116, 0.175], [-0.187, -0.497, -0.369], [0.568, -0.085, 0.345], [-0.072, 0.106, -0.038], [-0.287, 0.181, -0.120], [-0.212, 0.450, -0.071], [0.034, 0.032, 0.294], [-0.142, -0.014, 0.019], [-0.019, 0.124, 0.014], [0.076, -0.103, -0.061], [0.044, -0.221, 0.036], [0.033, 0.204, 0.051], [-0.046, -0.087, -0.336], [0.063, -0.206, 0.060]]
}

{
  "formula": "C5H7FN2",
  "method": "ωB97M-V with the def2-TZVPD basis set",
  "species": ["C", "C", "C", "C", "C", "H", "H", "H", "H", "H", "H", "H", "N", "N", "F"],
  "positions_angstrom": [[1.987003, -1.049139, 0.045527], [-0.115253, 1.703576, -0.166778], [-1.219598, 0.861627, 0.489795], [-1.693398, -0.150152, -0.453512], [-0.480489, -0.550301, 0.162338], [2.337131, -2.150927, -0.756365], [1.981410, -1.203021, 1.251184], [2.799741, -0.176831, -0.236416], [-0.102868, 2.872975, -0.154541], [-1.827758, 1.246035, 1.348846], [-1.899958, 0.130983, -1.483511], [-0.597599, -1.418875, 0.932034], [0.772938, -0.312289, -0.366346], [0.927459, 1.019102, -0.399105], [-2.868766, -0.822758, -0.213146]],
  "atomic_forces_ev_per_a": [[2.324, 0.393, -0.810], [-1.280, 1.346, 2.118], [0.964, 0.685, -0.096], [-2.938, 0.950, -3.095], [-1.283, -3.131, 4.262], [-1.544, 3.496, 2.921], [0.193, -0.175, -3.039], [-1.651, -2.651, 0.946], [0.161, -2.543, -0.105], [0.806, -0.687, -0.775], [1.321, 0.213, -0.268], [0.269, 1.516, -1.544], [0.810, -0.630, 0.307], [1.946, 1.975, -2.199], [-0.099, -0.757, 1.376]]
}

{
  "formula": "C4H2O2",
  "method": "ωB97M-V with the def2-TZVPD basis set",
  "species": ["O", "C", "C", "C", "C", "O", "H", "H"],
  "positions_angstrom": [[2.285292, -1.675552, -0.487400], [1.379596, -1.440172, 0.376855], [0.305441, -0.463185, 0.102792], [-0.508962, 0.294319, -0.312821], [-1.353887, 1.469802, -0.359344], [-2.577468, 1.606557, 0.193896], [1.219822, -2.191209, 1.381017], [-0.749834, 2.399439, -0.894995]],
  "atomic_forces_ev_per_a": [[-3.638, 1.185, 3.827], [1.984, -2.945, -1.478], [2.464, -2.028, 0.347], [-2.112, 1.816, 0.387], [-4.956, 2.771, 1.643], [7.557, -1.028, -3.506], [0.627, 2.287, -2.575], [-1.927, -2.059, 1.354]]
}

{
  "formula": "C3H6N3",
  "method": "ωB97M-V with the def2-TZVPD basis set",
  "species": ["C", "C", "C", "N", "N", "N", "H", "H", "H", "H", "H", "H"],
  "positions_angstrom": [[0.738550, 2.285204, 0.491020], [0.546478, 1.189765, -0.093124], [0.315924, -1.080819, 0.460708], [0.050774, -3.450680, 0.270811], [0.026159, -2.244704, 0.274328], [0.548274, -0.047571, -0.430702], [-0.102553, 2.694932, 0.899800], [1.667947, 2.766014, 0.582050], [-1.349838, 1.127366, -0.592839], [-2.009454, 0.998351, -0.977685], [-0.724584, -3.939292, 0.532864], [0.292325, -0.298564, -1.417232]],
  "atomic_forces_ev_per_a": [[0.624, -0.224, -0.360], [1.384, -2.990, -0.361], [0.719, -0.987, 1.385], [3.410, 1.504, -0.665], [0.169, 0.954, -0.121], [-1.600, 0.053, -2.022], [-2.253, 1.622, 0.975], [1.256, 0.447, 0.131], [-1.748, -0.019, -0.734], [0.770, 0.269, 0.550], [-3.301, -1.338, 0.590], [0.569, 0.709, 0.631]],
  "charge": 1
}

Taking the records one at a time from the top gives energy above the lowest of the compared OMol25 structures with the same formula, charge and spin values of 7.3 82.0 496.4 200.3 680.8 kJ/mol.
Taking the records one at a time from the top gives gap between HOMO and LUMO values of 9.6 8.2 9.7 9.3 8.2 eV.